Formula: C5H8O2
Source: the Open Molecules 2025 dataset
Level of theory: the ωB97M-V functional and the def2-TZVPD basis

Each line ends with the Mulliken charge.
Cartesian coordinates (Å):
C  0.773  -1.697  -0.282  -1.132
C  -0.528  -1.017  0.071  1.073
O  -1.542  -1.665  0.265  -0.625
C  -0.618  0.471  0.177  0.541
O  -1.897  0.905  0.490  -0.626
C  0.206  1.347  -0.733  -0.726
C  0.533  1.274  0.728  -0.739
H  0.646  -2.212  -1.239  0.288
H  1.626  -1.019  -0.354  0.277
H  0.983  -2.462  0.471  0.326
H  -2.420  0.085  0.549  0.374
H  -0.313  2.231  -1.091  0.276
H  0.880  0.887  -1.450  0.214
H  1.440  0.766  1.044  0.206
H  0.230  2.107  1.355  0.274

As for the spin multiplicity: 1. The lowest unoccupied orbital energy comes out at 0.94 eV. The HOMO energy comes out at -9.7 eV. Its total charge is 0. The SMILES is CC(=O)C1(O)CC1. The energy relative to the best compared isomer or geometry (same formula, charge and spin) is 23.8 kcal/mol.


Formula: C52H44BrIrNO4PSb
Source: the Open Molecules 2025 dataset
Level of theory: the ωB97M-V functional and the def2-TZVPD basis

Each line ends with the Mulliken charge.
Cartesian coordinates (Å):
Ir  -0.062  0.086  -0.246  2.645
O  -0.832  1.872  1.816  -0.460
C  -0.023  3.044  1.966  0.240
C  1.235  2.649  2.710  -1.417
C  1.929  1.440  2.077  -0.745
C  2.405  1.693  0.669  0.428
C  3.438  2.584  0.443  -0.786
C  3.800  2.894  -0.870  -0.865
C  3.255  2.160  -1.889  -1.008
C  2.389  1.086  -1.592  -0.435
N  1.809  1.046  -0.358  0.867
H  -1.749  2.124  1.659  0.150
H  -0.571  3.808  2.522  0.643
H  0.239  3.451  0.985  -0.451
H  0.977  2.412  3.744  0.489
H  1.915  3.504  2.739  0.435
H  1.261  0.581  2.088  -0.379
H  2.804  1.177  2.679  0.600
H  3.904  3.075  1.287  0.616
H  4.502  3.693  -1.072  0.536
H  3.531  2.329  -2.921  0.583
H  1.675  0.845  -2.372  0.533
O  -1.134  1.632  -1.731  -0.655
C  -1.839  2.371  -1.111  0.875
C  -3.126  1.999  -0.487  0.493
C  -4.100  2.991  -0.325  -0.447
C  -5.346  2.673  0.180  -0.894
C  -5.623  1.361  0.539  -0.846
C  -4.654  0.381  0.403  -0.277
C  -3.391  0.668  -0.110  -0.217
P  -2.129  -0.683  -0.204  1.099
C  -2.534  -1.693  1.259  0.443
C  -2.737  -1.068  2.492  -0.412
C  -2.831  -1.818  3.652  -0.756
C  -2.714  -3.203  3.602  -0.814
C  -2.510  -3.832  2.384  -0.640
C  -2.421  -3.080  1.218  -0.807
C  -2.736  -1.614  -1.646  0.906
C  -1.980  -1.542  -2.816  -0.427
C  -2.389  -2.217  -3.957  -0.523
C  -3.550  -2.978  -3.933  -0.734
C  -4.310  -3.050  -2.773  -0.786
C  -3.911  -2.364  -1.636  -0.269
H  -3.884  4.006  -0.626  0.527
H  -6.098  3.443  0.287  0.455
H  -6.595  1.098  0.936  0.473
H  -4.884  -0.626  0.724  0.285
H  -2.812  0.010  2.554  0.227
H  -2.992  -1.321  4.601  0.460
H  -2.787  -3.787  4.511  0.409
H  -2.420  -4.910  2.332  0.497
H  -2.268  -3.588  0.275  0.349
H  -1.070  -0.954  -2.815  0.187
H  -1.798  -2.153  -4.862  0.490
H  -3.867  -3.512  -4.820  0.427
H  -5.217  -3.641  -2.754  0.457
H  -4.508  -2.436  -0.735  0.297
Br  2.777  8.479  -0.938  -0.171
C  1.145  7.586  -0.607  -0.208
C  0.143  8.228  0.105  -0.356
C  -1.051  7.568  0.354  -0.917
C  -1.248  6.275  -0.101  -0.080
C  -0.236  5.644  -0.819  0.818
C  0.966  6.299  -1.076  -0.624
C  -0.342  4.257  -1.331  0.232
O  -1.558  3.687  -0.933  -0.259
O  0.482  3.682  -1.962  -0.611
H  0.298  9.237  0.462  0.434
H  -1.832  8.072  0.908  0.438
H  -2.177  5.761  0.103  0.371
H  1.741  5.794  -1.635  0.616
C  -0.144  -6.657  -0.561  -0.823
C  -0.703  -5.683  -1.379  -0.421
C  -0.339  -4.353  -1.224  -0.660
C  0.589  -3.987  -0.252  1.031
C  1.151  -4.967  0.561  -1.016
C  0.783  -6.298  0.409  -0.757
Sb  1.211  -1.976  -0.006  -0.040
C  2.474  -2.107  1.696  1.160
C  3.855  -2.231  1.582  -0.679
C  4.650  -2.261  2.722  -0.765
C  4.067  -2.182  3.979  -0.669
C  2.686  -2.075  4.099  -0.475
C  1.894  -2.032  2.961  -0.871
C  2.653  -1.796  -1.573  0.672
C  2.502  -2.627  -2.681  -0.565
C  3.288  -2.468  -3.813  -0.743
C  4.280  -1.491  -3.828  -0.848
C  4.421  -0.652  -2.743  -0.367
C  3.549  -0.699  -1.630  -0.215
H  -0.428  -7.695  -0.679  0.421
H  -1.424  -5.956  -2.139  0.475
H  -0.789  -3.604  -1.868  0.456
H  1.874  -4.698  1.322  0.501
H  1.223  -7.053  1.048  0.438
H  4.319  -2.323  0.607  0.520
H  5.725  -2.355  2.627  0.428
H  4.687  -2.209  4.866  0.400
H  2.229  -2.021  5.079  0.424
H  0.817  -1.928  3.064  0.401
H  1.782  -3.437  -2.655  0.326
H  3.155  -3.124  -4.663  0.467
H  4.946  -1.403  -4.676  0.426
H  5.192  0.110  -2.754  0.485
H  4.050  -0.447  -0.696  0.132

As for the spin multiplicity: 1. The lowest unoccupied orbital energy comes out at -2.81 eV. The HOMO energy comes out at -9.7 eV. Its total charge is +1. The energy relative to the best compared isomer or geometry (same formula, charge and spin) is 63.2 kcal/mol.


Formula: C8H19NO
Source: the Open Molecules 2025 dataset
Level of theory: the ωB97M-V functional and the def2-TZVPD basis

Each line ends with the Mulliken charge.
Cartesian coordinates (Å):
C  -0.347  1.571  -1.138  -1.157
C  1.048  2.075  -0.756  -0.401
N  1.177  1.500  0.626  0.015
C  1.284  2.716  1.564  -1.022
C  1.758  0.355  1.049  0.808
C  1.858  -0.724  -0.064  -0.962
O  2.000  0.345  2.238  -0.640
H  -0.504  0.773  -1.847  0.324
H  -0.801  2.525  -1.753  0.258
H  -0.842  1.423  -0.307  0.431
H  1.778  1.960  -1.610  0.258
H  0.947  3.176  -0.609  0.412
H  1.608  3.815  1.362  0.328
H  0.220  2.920  2.079  0.262
H  1.905  2.305  2.431  0.363
H  0.929  -0.826  -0.596  0.082
H  2.562  -0.666  -0.964  0.302
H  1.962  -1.810  0.276  0.339
C  -2.873  -1.636  0.076  -0.929
C  -2.716  -2.903  -0.713  -0.224
C  -2.195  -3.045  -2.201  -0.895
H  -1.979  -1.186  0.391  0.145
H  -3.202  -0.735  -0.585  0.248
H  -3.398  -1.542  1.052  0.343
H  -2.425  -3.761  -0.029  0.292
H  -3.799  -3.098  -0.864  0.218
H  -1.177  -2.982  -2.065  0.265
H  -2.470  -3.940  -2.822  0.303
H  -2.457  -2.065  -2.738  0.232

As for the spin multiplicity: 1. The lowest unoccupied orbital energy comes out at 0.79 eV. The HOMO energy comes out at -9.3 eV. Its total charge is 0. The SMILES is CCN(C)C(C)=O.CCC. The energy relative to the best compared isomer or geometry (same formula, charge and spin) is 107.6 kcal/mol.


Formula: C4H4N2O
Source: the Open Molecules 2025 dataset
Level of theory: the ωB97M-V functional and the def2-TZVPD basis

Each line ends with the Mulliken charge.
Cartesian coordinates (Å):
O  -0.701  1.259  -2.213  -0.525
C  0.247  0.698  -1.695  -0.055
C  0.206  0.098  -0.364  0.490
C  1.125  -0.526  0.439  -0.462
N  0.574  -0.846  1.649  -0.555
C  -0.678  -0.441  1.576  -0.130
N  -0.936  0.161  0.388  -0.103
H  1.221  0.614  -2.210  0.304
H  2.152  -0.751  0.204  0.386
H  -1.420  -0.542  2.364  0.370
H  -1.773  0.277  -0.152  0.280

As for the spin multiplicity: 1. The lowest unoccupied orbital energy comes out at 0.18 eV. The HOMO energy comes out at -9.6 eV. Its total charge is 0. The SMILES is O=Cc1cnc[nH]1. The energy relative to the best compared isomer or geometry (same formula, charge and spin) is 6.9 kcal/mol.


Q: What is the total charge in the third record?
A: 0


Q: energy relative to the best compared isomer or geometry (same formula, charge and spin) of number 2 (C52H44BrIrNO4PSb)?
A: 63.2 kcal/mol


Q: The lowest energy relative to the best compared isomer or geometry (same formula, charge and spin) belongs to which entry?
A: C4H4N2O


Q: Which formula does entry 2 have?
A: C52H44BrIrNO4PSb